Computed, not measured: a single C8H11F molecule in a non-equilibrium geometry, with the ωB97M-V functional and the def2-TZVPD basis.

## Properties
* Kohn-Sham gap: 9.92 eV
* SMILES: C=C1C(F)=C(C)C[C@H]1C
* E_LUMO: 0.036 Ha
* net charge: 0

Structure (XYZ):
```
20
Properties=species:S:1:pos:R:3:forces:R:3
C -0.33913 -2.60050 -0.39123 -2.5 -1.3 -2.4
C -0.11452 -1.37162 -0.05514 4.4 3.9 2.0
C 1.45203 -0.64508 0.12134 -3.4 -2.0 -1.1
F 2.54509 -1.40369 0.22781 -0.1 0.2 0.1
C 1.34212 0.65022 -0.06232 -2.1 2.4 0.5
C 2.23250 1.85166 0.09974 0.8 -0.9 -1.6
C -0.21958 1.06649 -0.20192 2.2 -1.1 2.0
C -0.96017 -0.17359 0.38327 0.2 0.3 0.4
C -2.49095 -0.29253 0.13732 1.9 1.8 1.5
H -1.42395 -2.78939 -0.68817 1.3 -0.2 0.8
H 0.37053 -3.29448 -0.84995 0.0 0.3 0.7
H 2.58844 2.36994 -0.78748 -0.7 -0.3 -0.9
H 3.18379 1.64542 0.48922 1.2 -0.7 1.2
H 1.80362 2.63720 0.64308 -0.9 0.8 1.2
H -0.38293 2.04910 0.30513 -0.1 -1.0 -0.1
H -0.38017 1.20291 -1.20961 -0.6 0.3 -2.5
H -0.67118 0.02025 1.45330 -0.9 -0.8 -0.5
H -2.65203 -0.55589 -0.86458 -0.6 0.0 -1.5
H -2.96347 0.64244 0.47950 0.1 -0.1 -0.7
H -2.92004 -1.00888 0.77069 -0.4 -1.4 0.8
```
Forces are in eV/Å.

Here are the natural (NBO) charges for atoms 1 to 2, given in e:
1. C -0.453
2. C 0.022

***

Computed, not measured: a molecular structure, C43H36N3O6P2Pt, with the ωB97M-V functional and the def2-TZVPD basis.

## Properties
* Kohn-Sham gap (spin up / spin down): 7.23 / 7.91 eV
* E_LUMO (spin up / spin down): -0.096 / -0.139 Ha
* multiplicity: 3
* net charge: +1

Structure (XYZ):
```
91
Properties=species:S:1:pos:R:3:forces:R:3
Pt 0.22624 0.41925 -0.24438 0.0 0.4 -0.2
O -1.75033 -1.00826 1.60720 0.2 -0.1 0.1
N -1.51242 0.30130 1.26218 -0.1 -0.4 -0.1
C -2.54241 1.03389 1.31531 -0.2 0.5 0.0
C -2.51145 2.47942 1.03889 0.0 -0.2 -0.1
C -3.73878 3.12434 1.16400 -0.1 0.0 0.0
C -3.86909 4.48395 0.94196 0.0 0.1 0.0
C -2.75875 5.22770 0.58166 0.0 0.0 0.0
C -1.52331 4.60649 0.46100 0.0 0.0 0.0
C -1.37303 3.24010 0.69031 0.0 0.0 0.1
P 0.30238 2.54090 0.58930 0.1 -0.2 -0.1
C 1.26526 3.69504 -0.41796 0.0 0.0 -0.1
C 2.24286 4.53257 0.10870 0.0 0.0 0.0
C 2.95026 5.38569 -0.73128 0.0 0.0 0.0
C 2.67189 5.41732 -2.08919 0.0 0.0 0.0
C 1.68601 4.59113 -2.61950 0.0 0.0 0.0
C 0.99377 3.72512 -1.78900 0.0 0.0 0.0
C 0.97624 2.57542 2.25979 0.0 0.1 0.0
C 0.21095 2.94714 3.36039 0.0 0.0 0.0
C 0.76422 2.89375 4.63516 0.0 0.0 0.0
C 2.07562 2.47750 4.80910 0.0 0.0 0.0
C 2.84470 2.11031 3.71080 0.0 0.0 0.0
C 2.29632 2.15633 2.44100 0.0 0.0 0.0
H -0.84917 -1.34010 1.77825 0.0 -0.1 0.0
H -3.49027 0.58377 1.60352 0.0 0.1 0.1
H -4.60846 2.53975 1.44348 0.0 0.0 0.0
H -4.83551 4.95945 1.05181 0.0 0.0 0.0
H -2.84780 6.29166 0.40083 0.0 0.0 0.0
H -0.65750 5.19805 0.19065 0.0 0.0 0.0
H 2.45020 4.52612 1.17259 0.0 0.0 -0.1
H 3.71383 6.03339 -0.31880 0.0 0.0 0.0
H 3.21996 6.09018 -2.73723 0.0 0.0 0.0
H 1.46065 4.62490 -3.67877 0.0 0.0 0.0
H 0.22583 3.07543 -2.19735 0.0 0.0 0.0
H -0.81385 3.27671 3.23072 0.1 0.0 0.0
H 0.16595 3.17768 5.49299 0.0 0.0 -0.1
H 2.50171 2.43641 5.80360 0.0 0.0 0.0
H 3.86674 1.77864 3.84688 0.0 0.0 0.0
H 2.89430 1.86323 1.58398 0.0 0.0 0.0
C 2.88875 1.01247 -3.22238 0.0 0.0 0.0
C 3.21356 0.41687 -1.89981 0.0 0.0 0.0
N 2.36225 0.15745 -0.92760 0.0 -0.1 0.1
C 3.07446 -0.40842 0.11009 -0.2 0.1 0.0
C 4.38813 -0.48748 -0.24865 0.0 0.0 0.0
N 4.44607 0.03264 -1.51291 0.1 0.1 -0.1
C 5.67010 -0.94214 0.36571 0.1 0.3 -0.2
O 5.61889 -1.39708 1.59346 -0.4 0.1 0.3
O 6.68065 -0.83432 -0.28653 -0.1 -0.1 0.1
C 2.37415 -0.90803 1.32592 -0.2 -0.2 0.3
O 3.02135 -1.46438 2.21413 0.1 0.3 -0.2
O 1.09477 -0.75237 1.34436 0.4 0.0 0.1
H 1.81714 1.19465 -3.27363 0.0 0.0 0.0
H 3.16513 0.33277 -4.02963 0.0 0.0 0.0
H 3.41220 1.95879 -3.36642 0.0 0.0 0.0
H 5.31674 0.09634 -2.02251 0.0 0.0 0.0
H 4.67812 -1.34311 1.95367 0.2 -0.4 -0.1
O -0.57774 -1.25221 -1.39997 0.1 -0.1 -0.1
P -0.40074 -2.62869 -2.00186 0.0 0.0 0.1
C -1.99150 -3.42174 -2.18579 -0.1 0.0 0.0
C -2.40311 -3.99607 -3.38652 0.0 0.0 0.1
C -3.64831 -4.60855 -3.46672 0.0 0.0 0.0
C -4.47559 -4.64518 -2.35396 0.0 0.0 0.0
C -4.07164 -4.06273 -1.15648 0.0 0.0 0.0
C -2.83314 -3.44851 -1.06922 0.0 0.0 -0.1
C 0.38302 -2.53793 -3.61163 0.1 0.0 -0.1
C 1.05263 -3.63508 -4.15595 0.0 0.1 0.0
C 1.62757 -3.53666 -5.41480 0.0 0.0 0.0
C 1.53669 -2.34633 -6.12862 0.0 0.0 0.0
C 0.87036 -1.25303 -5.58909 0.0 0.0 0.0
C 0.29240 -1.34704 -4.32932 0.0 -0.1 -0.1
C 0.63293 -3.69923 -1.00579 0.1 -0.1 0.0
C 1.94200 -3.27098 -0.76566 0.0 -0.1 -0.1
C 2.79389 -4.03110 0.01599 0.0 0.0 0.0
C 2.34700 -5.23652 0.54940 0.0 0.0 0.0
C 1.05675 -5.67941 0.29561 0.0 0.0 0.0
C 0.19455 -4.91411 -0.48227 0.1 0.1 0.1
H -1.75772 -3.96419 -4.25576 0.0 0.0 0.0
H -3.97263 -5.05282 -4.39946 0.0 0.0 0.0
H -5.44361 -5.12822 -2.41813 0.0 0.0 0.0
H -4.72625 -4.08616 -0.29379 0.0 0.0 0.0
H -2.52215 -2.97214 -0.14505 0.0 0.0 0.0
H 1.13313 -4.55783 -3.59111 0.0 0.0 0.0
H 2.15091 -4.38490 -5.83915 0.0 0.0 0.0
H 1.98664 -2.27236 -7.11229 0.0 0.0 0.1
H 0.79650 -0.33053 -6.15373 0.0 0.0 0.0
H -0.23750 -0.50618 -3.89633 0.0 0.0 0.0
H 2.28930 -2.34075 -1.20545 0.0 -0.2 0.0
H 3.80362 -3.69108 0.21248 0.0 0.0 0.0
H 3.01037 -5.83350 1.16421 0.0 0.0 0.0
H 0.71718 -6.62339 0.70375 0.0 0.0 0.0
H -0.81224 -5.26235 -0.67362 0.0 0.0 0.0
```
Forces are in eV/Å.

Here are the Mulliken charges for atoms 1 to 2, given in e:
1. Pt 3.466
2. O -0.494

***

Computed, not measured: a molecular structure, C3H6LiO5Sn in a non-equilibrium geometry, with the ωB97M-V functional and the def2-TZVPD basis.

## Properties
* Kohn-Sham gap (spin up / spin down): 4.49 / 7.29 eV
* E_LUMO (spin up / spin down): -0.033 / -0.039 Ha
* multiplicity: 2
* net charge: 0

Structure (XYZ):
```
16
Properties=species:S:1:pos:R:3:forces:R:3
H 0.73217 1.64830 2.76675 1.1 -0.2 0.2
C 0.95644 1.45771 1.69681 -0.7 0.6 -0.7
C 0.07225 0.29260 1.28318 0.1 -1.5 0.8
O -0.92727 0.61654 0.34205 0.2 -1.6 -0.9
Li 3.71875 0.65448 1.89985 -0.7 0.3 -0.5
O 2.23300 1.21480 1.21481 1.0 0.1 1.4
H 0.58583 2.40112 1.24339 -0.3 -0.3 -0.1
H -0.31921 -0.36706 2.07040 -1.0 1.1 0.8
H 0.80032 -0.50109 1.05140 0.1 0.4 -1.7
C -0.93023 -0.46570 -1.02049 -0.9 0.9 -0.8
O -0.45473 -1.65397 -1.06167 0.1 0.9 1.4
O -2.18695 -0.23039 -1.53269 0.2 -0.2 0.8
H -2.81602 -0.63455 -0.92496 -0.1 -0.1 0.0
Sn 1.55023 -0.74157 -1.65910 2.8 -2.3 -0.3
O -0.05419 0.41370 -1.68054 -2.2 5.1 0.9
H -0.25931 1.32643 -0.92325 0.4 -3.1 -1.3
```
Forces are in eV/Å.

Here are the natural (NBO) charges for atoms 1 to 2, given in e:
1. H 0.134
2. C -0.082

***

Computed, not measured: a gas-phase ion, CH7N4S (charge +1) in a non-equilibrium geometry, with the ωB97M-V functional and the def2-TZVPD basis.

## Properties
* Kohn-Sham gap: 8.03 eV
* SMILES: NN/C(N)=[NH+]\S
* E_LUMO: -0.221 Ha
* net charge: +1

Structure (XYZ):
```
13
Properties=species:S:1:pos:R:3:forces:R:3
N -0.63310 -0.96413 1.72183 -0.7 -0.3 1.0
N -1.01439 -0.27123 0.56383 2.2 -0.1 -1.7
C 0.08475 0.38353 -0.03582 -1.8 0.5 -1.4
N 1.37084 -0.02521 0.04020 0.4 1.1 1.5
N -0.18922 1.56746 -0.82693 1.2 -1.9 1.2
S -0.52611 0.92991 -2.44050 -0.6 -0.6 -0.1
H -1.01466 -0.40632 2.49614 0.4 -0.1 -0.2
H -1.15470 -1.84380 1.79474 0.4 0.2 -0.3
H -1.53679 -0.85790 -0.09025 -0.7 0.9 0.0
H 2.00804 0.54596 0.59687 0.1 -0.2 -0.7
H 1.76197 -0.81302 -0.46368 -0.5 -0.4 0.7
H 0.71510 2.05423 -0.88070 -0.4 -0.1 -0.2
H 0.12827 -0.29947 -2.47574 0.0 1.1 0.3
```
Forces are in eV/Å.

Here are the natural (NBO) charges for atoms 1 to 2, given in e:
1. N -0.623
2. N -0.401

***

- net charge of number 1 (C8H11F)?
  0

***

Repeat the third record exactly.
Computed, not measured: a molecular structure, C3H6LiO5Sn in a non-equilibrium geometry, with the ωB97M-V functional and the def2-TZVPD basis.

## Properties
* Kohn-Sham gap (spin up / spin down): 4.49 / 7.29 eV
* E_LUMO (spin up / spin down): -0.033 / -0.039 Ha
* multiplicity: 2
* net charge: 0

Structure (XYZ):
```
16
Properties=species:S:1:pos:R:3:forces:R:3
H 0.73217 1.64830 2.76675 1.1 -0.2 0.2
C 0.95644 1.45771 1.69681 -0.7 0.6 -0.7
C 0.07225 0.29260 1.28318 0.1 -1.5 0.8
O -0.92727 0.61654 0.34205 0.2 -1.6 -0.9
Li 3.71875 0.65448 1.89985 -0.7 0.3 -0.5
O 2.23300 1.21480 1.21481 1.0 0.1 1.4
H 0.58583 2.40112 1.24339 -0.3 -0.3 -0.1
H -0.31921 -0.36706 2.07040 -1.0 1.1 0.8
H 0.80032 -0.50109 1.05140 0.1 0.4 -1.7
C -0.93023 -0.46570 -1.02049 -0.9 0.9 -0.8
O -0.45473 -1.65397 -1.06167 0.1 0.9 1.4
O -2.18695 -0.23039 -1.53269 0.2 -0.2 0.8
H -2.81602 -0.63455 -0.92496 -0.1 -0.1 0.0
Sn 1.55023 -0.74157 -1.65910 2.8 -2.3 -0.3
O -0.05419 0.41370 -1.68054 -2.2 5.1 0.9
H -0.25931 1.32643 -0.92325 0.4 -3.1 -1.3
```
Forces are in eV/Å.

Here are the natural (NBO) charges for atoms 1 to 2, given in e:
1. H 0.134
2. C -0.082

***

- What is the formula in the first record?
  C8H11F